Entry 1:
{
  "formula": "Cu2I",
  "method": "wB97M-V/def2-TZVPD",
  "s_squared": 2.008,
  "gap_ev": [10.648, 6.056],
  "total_charge": 3,
  "spin_multiplicity": 3,
  "e_homo_ha": [-0.980, -0.970],
  "symbols": ["I", "Cu", "Cu"],
  "positions_angstrom": [[-0.0047, 0.0772, 0.0286], [-0.9482, -2.1122, 1.4988], [0.9528, 2.0350, -1.5274]],
  "lowdin_spin": [1.673, 0.140, 0.187]
}


Entry 2:
{
  "formula": "CuH8O12S2",
  "method": "wB97M-V/def2-TZVPD",
  "s_squared": 0.753,
  "gap_ev": [4.918, 4.671],
  "total_charge": -2,
  "spin_multiplicity": 2,
  "e_homo_ha": [0.002, 0.004],
  "symbols": ["Cu", "S", "S", "O", "O", "O", "O", "O", "O", "O", "O", "O", "O", "O", "O", "H", "H", "H", "H", "H", "H", "H", "H"],
  "positions_angstrom": [[0.0854, 1.5916, -0.1563], [0.4061, 2.0773, 2.3839], [1.7953, -0.1193, -1.6945], [0.5293, -2.9100, 1.3153], [1.8901, -0.6946, -3.0662], [1.3451, 1.6298, 1.3155], [-2.0641, 0.0111, 0.6102], [3.2587, 0.1776, -1.8595], [-0.5795, -3.1125, -2.5037], [0.3693, 1.0414, 3.3443], [1.3385, -1.0274, -0.6594], [-0.8532, 2.1053, 1.4923], [-2.1669, 2.3094, -1.2128], [0.6238, 3.3168, 2.9371], [0.9812, 1.1493, -1.8171], [-0.7098, -2.3616, -1.8450], [1.1297, -3.0889, 0.5939], [-2.3453, 1.4121, -0.7511], [-1.5117, 0.0295, 1.4035], [0.3421, -3.2123, -2.5332], [-2.8157, -0.4227, 0.9520], [-2.1203, 2.7148, -0.3009], [1.0718, -2.6167, 2.0518]],
  "lowdin_spin": [0.661, -0.002, -0.001, 0.000, 0.017, 0.127, 0.001, 0.006, 0.000, 0.012, 0.001, 0.088, 0.019, 0.008, 0.064, 0.000, 0.000, 0.000, 0.000, 0.000, 0.000, 0.000, 0.000]
}


Entry 3:
{
  "formula": "CuH9O9S",
  "method": "wB97M-V/def2-TZVPD",
  "gap_ev": 2.445,
  "total_charge": -2,
  "spin_multiplicity": 1,
  "e_homo_ha": 0.046,
  "symbols": ["Cu", "S", "O", "O", "O", "O", "O", "O", "O", "O", "O", "H", "H", "H", "H", "H", "H", "H", "H", "H"],
  "positions_angstrom": [[0.3646, 0.0128, 0.5157], [-0.3350, -2.9408, -2.2090], [2.3677, -2.1470, 2.0393], [-2.3440, 1.4857, -0.7455], [-0.2759, 3.8244, -2.1769], [-0.9982, -2.7465, -0.9477], [0.8325, -1.9960, -2.3672], [0.0394, -4.3296, -2.4573], [1.3749, 3.5859, 0.9181], [-1.3358, -0.9888, 3.3695], [-1.2934, -2.9240, -3.2740], [-1.4444, -0.9024, 4.3166], [2.0292, -2.9828, 2.3605], [1.1131, 3.6217, -0.0019], [-0.1985, 3.4859, -3.0688], [1.3667, 4.4988, 1.2057], [-0.7925, -1.7693, 3.2605], [3.2220, -2.0560, 2.4614], [-0.9167, 3.2505, -1.7571], [-2.7758, 2.0176, -1.4421]],
  "lowdin_charge": [0.712, 0.054, -0.039, -0.576, -0.083, -0.452, -0.508, -0.502, -0.063, -0.039, -0.465, 0.021, 0.036, 0.008, 0.027, 0.021, 0.026, 0.024, -0.020, -0.184]
}


Entry 4:
{
  "formula": "F10N5NaO20S10",
  "method": "wB97M-V/def2-TZVPD",
  "gap_ev": 6.674,
  "total_charge": -4,
  "spin_multiplicity": 1,
  "e_homo_ha": -0.084,
  "symbols": ["S", "S", "S", "S", "S", "S", "S", "S", "S", "S", "Na", "F", "F", "F", "F", "F", "F", "F", "F", "F", "F", "O", "O", "O", "O", "O", "O", "O", "O", "O", "O", "O", "O", "O", "O", "O", "O", "O", "O", "O", "O", "N", "N", "N", "N", "N"],
  "positions_angstrom": [[-1.1209, -6.8520, 0.4205], [5.9549, -1.5709, 0.8587], [0.2064, -6.9559, -1.4349], [1.5502, 5.1845, -1.9684], [-5.3832, 1.3560, -3.0275], [-4.7051, 2.1774, 5.8438], [-2.5562, 1.3577, 5.2910], [7.5375, -0.5565, -0.2935], [-4.4778, 0.7904, -5.2094], [3.2283, 5.2400, -0.2926], [-0.8731, -1.0600, -1.2468], [-5.8568, 3.3329, 5.5180], [0.3688, -6.5085, -3.0024], [5.3743, -2.9637, 1.4822], [-5.9049, 0.4897, -1.8305], [-2.0369, -5.7480, 1.1645], [8.9793, -1.0597, -0.8453], [3.5234, 6.4432, 0.6844], [-3.1763, -0.1219, -5.6395], [-1.1620, 2.1573, 5.5689], [0.0900, 5.7985, -2.2051], [-3.9622, 2.1419, -5.3613], [-4.6348, 2.2942, 7.2548], [6.9482, -0.0640, -1.5236], [1.6502, -6.6975, -1.1152], [3.2331, 4.0469, 0.5502], [-4.5695, 2.2982, -2.3268], [7.9546, 0.4623, 0.7147], [-5.4461, 0.3330, -6.1507], [2.2968, 5.7770, -3.0501], [-6.6784, 1.7710, -3.5580], [-0.2286, -8.3537, -1.7251], [4.3238, 5.5095, -1.1723], [6.0691, -0.9719, 2.1913], [-2.6066, 0.6138, 6.5613], [-5.3471, 1.0449, 5.2273], [-0.0573, -7.0483, 1.3914], [-2.2974, 0.7193, 4.0263], [1.2759, 3.7733, -1.9796], [-2.1422, -7.8583, 0.1758], [4.7237, -1.2394, 0.1785], [-3.5300, 2.7205, 5.1829], [-4.5788, 0.1510, -3.8519], [-0.8448, -5.9713, -1.0507], [7.2260, -2.2068, 0.1970], [1.6626, 5.8238, -0.6225]],
  "lowdin_charge": [0.577, 0.390, 0.435, 0.361, 0.521, 0.360, 0.607, 0.567, 0.418, 0.548, 0.957, -0.256, -0.265, -0.272, -0.195, -0.221, -0.264, -0.224, -0.256, -0.225, -0.227, -0.297, -0.306, -0.290, -0.334, -0.286, -0.272, -0.311, -0.301, -0.314, -0.307, -0.337, -0.288, -0.317, -0.313, -0.308, -0.275, -0.282, -0.301, -0.312, -0.286, -0.274, -0.292, -0.257, -0.214, -0.264]
}


Entry 5:
{
  "formula": "F12H4N6NaO26S12",
  "method": "wB97M-V/def2-TZVPD",
  "gap_ev": 6.404,
  "total_charge": -5,
  "spin_multiplicity": 1,
  "e_homo_ha": -0.042,
  "symbols": ["S", "S", "S", "S", "S", "S", "S", "S", "S", "S", "S", "S", "Na", "F", "F", "F", "F", "F", "F", "F", "F", "F", "F", "F", "F", "O", "O", "O", "O", "O", "O", "O", "O", "O", "O", "O", "O", "O", "O", "O", "O", "O", "O", "O", "O", "O", "O", "O", "O", "O", "O", "N", "N", "N", "N", "N", "N", "H", "H", "H", "H"],
  "positions_angstrom": [[3.7606, 3.6118, 4.5048], [3.9736, -5.1050, 3.6699], [-2.8514, -7.1532, -0.5815], [1.7409, 4.7978, 4.2060], [1.6112, 2.1955, -9.6396], [-3.7124, -0.0198, 5.1737], [-3.8657, 5.5427, -5.0760], [-2.8570, -0.4486, 7.2704], [2.5398, -5.6511, 5.4239], [-2.9052, -5.0339, -1.6242], [-4.4841, 3.9245, -3.5478], [0.8843, 0.8008, -7.8564], [1.2210, 0.5602, 0.0104], [-4.2677, 7.0992, -5.4477], [-4.0226, -3.9168, -1.7605], [0.5947, 4.9686, 3.0841], [1.2793, 0.5450, -6.3180], [3.6513, 1.9632, 4.6548], [-5.0808, 3.9183, -2.0482], [-3.3734, -7.9021, 0.8441], [1.8656, 3.8126, -9.7347], [2.4706, -6.7836, 6.5666], [-2.8607, -1.4860, 8.5230], [4.1879, -6.0053, 2.3204], [-4.8626, -0.6850, 4.1785], [3.5717, 3.9552, 5.9097], [-2.4370, 5.7258, -4.9241], [1.1122, -5.5495, 5.0469], [-0.5160, 1.1775, -7.7846], [-4.3562, 5.0394, -6.3246], [3.0474, -4.1717, 3.0534], [-1.8076, -4.1553, -1.0567], [3.6769, 4.3694, -1.4183], [-5.4555, 3.0409, -4.1333], [-3.3734, -8.1242, -1.5192], [5.0492, 3.7469, 3.8471], [-2.6139, -0.0535, 4.2014], [-3.1698, 3.4225, -3.1520], [2.3437, 6.0964, 4.0656], [1.2729, -0.4352, -8.5302], [-3.4025, 0.8287, 7.8810], [-1.4880, -0.3709, 6.8372], [-4.3950, 1.2381, 5.4968], [-2.7869, -5.6079, -2.9819], [3.1938, -4.6231, 6.2739], [5.4534, -0.5503, -1.7951], [5.2876, -4.6931, 3.9956], [2.6818, 1.6933, -10.4920], [0.9374, 4.4540, 5.3806], [0.2743, 2.1895, -10.1366], [-1.4426, -6.9508, -0.2345], [-3.7949, -1.1989, 6.3734], [2.4458, 3.7330, 3.4224], [1.9544, 2.1465, -8.1490], [-3.7316, -5.9525, -0.4168], [-4.7229, 5.4199, -3.6444], [3.4061, -6.4792, 4.4714], [5.3835, -0.1779, -2.6741], [4.5962, 4.4623, -1.1683], [5.9440, -1.3631, -1.9172], [3.2246, 4.1675, -0.5992]],
  "lowdin_charge": [0.610, 0.533, 0.431, 0.389, 0.401, 0.612, 0.540, 0.426, 0.454, 0.629, 0.401, 0.581, 0.961, -0.274, -0.208, -0.234, -0.212, -0.244, -0.253, -0.285, -0.263, -0.254, -0.234, -0.261, -0.259, -0.302, -0.292, -0.302, -0.288, -0.286, -0.285, -0.341, -0.049, -0.290, -0.329, -0.318, -0.297, -0.292, -0.321, -0.317, -0.370, -0.288, -0.313, -0.321, -0.330, -0.053, -0.286, -0.341, -0.290, -0.296, -0.303, -0.273, -0.276, -0.264, -0.270, -0.252, -0.266, 0.029, 0.028, 0.029, 0.025]
}


Entry 6:
{
  "formula": "F12N6O24S12Tl",
  "method": "wB97M-V/def2-TZVPD",
  "gap_ev": 3.228,
  "total_charge": -3,
  "spin_multiplicity": 1,
  "e_homo_ha": -0.144,
  "symbols": ["Tl", "S", "S", "S", "S", "S", "S", "S", "S", "S", "S", "S", "S", "F", "F", "F", "F", "F", "F", "F", "F", "F", "F", "F", "F", "O", "O", "O", "O", "O", "O", "O", "O", "O", "O", "O", "O", "O", "O", "O", "O", "O", "O", "O", "O", "O", "O", "O", "O", "N", "N", "N", "N", "N", "N"],
  "positions_angstrom": [[0.2099, -0.0376, 0.1963], [-0.1193, 3.5193, 2.0030], [2.8825, 2.1479, -1.9038], [-1.2581, -0.3562, 3.9266], [1.1994, -4.1299, 0.8964], [-0.9506, 3.8147, -0.2030], [-1.9973, 0.0871, -3.2961], [-2.2894, -3.1608, -1.0045], [0.9847, -1.0465, 4.0907], [2.9521, -3.0014, -0.2610], [-1.9816, 2.2996, -4.3372], [4.0612, 1.3241, -0.0412], [-3.4716, -1.6111, 0.2710], [3.9496, 0.5648, 1.3498], [-0.7678, -3.4037, -1.3900], [1.4232, 1.7920, -2.4871], [-3.4976, -0.0566, 0.6972], [-1.4757, -1.3340, -3.7037], [-0.3219, -3.7034, 1.2326], [3.3015, -1.5346, -0.8764], [-2.1530, 0.3017, 2.7858], [0.9030, 2.4677, 2.6399], [2.2362, -1.3702, 3.1621], [-2.3930, 2.8423, -5.8169], [-1.7680, 2.9116, -1.2347], [0.7626, 4.6555, 1.9064], [5.1094, 0.5236, -0.6510], [-1.2510, 0.6325, 4.9719], [0.6434, -2.3263, 4.6312], [1.0921, -5.2718, 0.0591], [-2.9556, -3.1358, -2.2716], [1.7088, -4.3082, 2.2264], [4.3838, 2.6673, 0.3423], [2.6312, 3.5371, -1.6240], [-0.8044, 3.0608, -3.9969], [-1.1779, 3.6357, 2.9414], [3.7859, 1.8062, -2.9797], [-4.6309, -1.6329, -0.5673], [-2.0264, 4.6356, 0.2823], [-3.2055, 2.5985, -3.6231], [1.6124, -0.0334, 4.9010], [-1.9780, -1.5684, 4.2478], [-2.5657, -4.2755, -0.1713], [0.0092, 4.4362, -1.0799], [3.9697, -3.1179, 0.7441], [-3.5719, -2.2575, 1.5582], [-1.0338, 0.4756, -2.2833], [3.1044, -3.7160, -1.5162], [-3.3357, -0.2189, -2.8767], [-2.0119, -1.5943, -0.3122], [2.6424, 1.1084, -0.5733], [1.5361, -2.5805, 0.2282], [-0.4242, 2.6062, 0.6130], [-1.7777, 0.8378, -4.7682], [0.1009, -0.5064, 2.9456]],
  "lowdin_charge": [1.345, 0.523, 0.576, 0.531, 0.540, 0.435, 0.546, 0.523, 0.409, 0.445, 0.458, 0.397, 0.431, -0.173, -0.181, -0.216, -0.197, -0.163, -0.209, -0.243, -0.202, -0.196, -0.193, -0.233, -0.200, -0.246, -0.275, -0.247, -0.239, -0.235, -0.235, -0.250, -0.251, -0.252, -0.265, -0.239, -0.241, -0.214, -0.241, -0.290, -0.261, -0.258, -0.228, -0.246, -0.247, -0.242, -0.357, -0.272, -0.246, -0.248, -0.301, -0.296, -0.286, -0.243, -0.300]
}


Entry 7:
{
  "formula": "F18InNO3P3",
  "method": "wB97M-V/def2-TZVPD",
  "s_squared": 0.844,
  "gap_ev": [3.562, 3.682],
  "total_charge": 0,
  "spin_multiplicity": 2,
  "e_homo_ha": [-0.500, -0.502],
  "symbols": ["In", "P", "P", "P", "F", "F", "F", "F", "F", "F", "F", "F", "F", "F", "F", "F", "F", "F", "F", "F", "F", "F", "O", "O", "O", "N"],
  "positions_angstrom": [[1.0590, 0.0403, -0.4655], [0.2879, 3.2688, -2.1128], [1.9987, -2.9271, 1.8141], [-2.4325, -1.4916, -1.0326], [-0.8733, 3.4717, -3.2077], [-2.0217, 0.0349, -1.4319], [-0.9918, -2.0983, -1.5892], [1.3442, -1.5006, 2.3036], [1.3898, 2.8845, -0.9402], [-3.8693, -0.8891, -0.4393], [3.1636, -2.7743, 2.8776], [0.8672, -2.8392, 0.7380], [2.7332, -2.0722, 0.7006], [-2.7446, -2.9271, -0.4135], [-0.3297, 4.5191, -1.2930], [-1.5745, -1.0969, 0.2540], [0.9945, -3.6435, 2.9201], [-3.0752, -1.7536, -2.5176], [1.3406, 4.2629, -2.7569], [0.9037, 2.0754, -2.9811], [2.5006, -4.2599, 1.1409], [-0.5556, 2.2111, -1.2524], [-0.5184, 0.9154, 1.9116], [-0.5419, 2.4891, 3.4003], [1.0018, 2.1846, 1.8934], [-0.0565, 1.9156, 2.4798]],
  "lowdin_spin": [-0.011, 0.000, 0.000, -0.001, 0.000, 0.006, -0.028, -0.043, -0.021, -0.001, -0.001, 0.007, 0.004, 0.007, -0.003, 0.035, -0.019, -0.007, -0.004, 0.001, 0.002, -0.001, 0.506, 0.052, 0.537, -0.015]
}


Entry 8:
{
  "formula": "F18NaP3",
  "method": "wB97M-V/def2-TZVPD",
  "gap_ev": 8.590,
  "total_charge": -2,
  "spin_multiplicity": 1,
  "e_homo_ha": -0.249,
  "symbols": ["P", "P", "P", "Na", "F", "F", "F", "F", "F", "F", "F", "F", "F", "F", "F", "F", "F", "F", "F", "F", "F", "F"],
  "positions_angstrom": [[0.6564, 5.3432, 8.7870], [7.5040, 0.0523, 5.1588], [6.6568, 10.0927, 6.8582], [4.7051, 4.1395, 5.6581], [1.0557, 6.1683, 7.4619], [5.6029, 10.0548, 5.6863], [6.8699, -1.2129, 4.3271], [6.1561, -0.0157, 6.1303], [7.2533, 8.6548, 6.4533], [0.2040, 4.5522, 10.2039], [5.9447, 11.4741, 7.2929], [8.7214, 0.1063, 4.1231], [2.1943, 5.2021, 9.2058], [-0.9084, 5.4873, 8.2357], [8.0426, 1.3737, 5.9367], [7.7239, 10.2404, 8.0522], [6.7471, 0.9518, 4.0465], [5.7038, 9.3694, 7.9470], [0.9834, 3.9903, 8.0094], [0.6630, 6.7695, 9.5891], [7.7757, 10.9887, 5.9721], [8.3831, -0.9490, 6.1501]],
  "lowdin_charge": [0.176, 0.183, 0.108, 0.953, -0.192, -0.146, -0.202, -0.207, -0.171, -0.212, -0.190, -0.172, -0.190, -0.200, -0.179, -0.187, -0.206, -0.181, -0.179, -0.186, -0.227, -0.193]
}


Entry 9:
{
  "formula": "F2H3N2OP",
  "method": "wB97M-V/def2-TZVPD",
  "gap_ev": 10.069,
  "smiles": "ONNP(F)F",
  "total_charge": 0,
  "spin_multiplicity": 1,
  "e_homo_ha": -0.342,
  "symbols": ["P", "F", "F", "O", "N", "N", "H", "H", "H"],
  "positions_angstrom": [[-0.9646, -0.8738, -0.7015], [-2.0671, -0.1329, 0.2591], [-1.6240, -0.5489, -2.1129], [1.2944, -0.7043, 0.7721], [-0.0320, 0.6427, -0.4907], [0.7062, 0.6486, 0.6481], [0.0749, 0.8436, 1.4634], [1.9217, -0.6218, 1.5236], [0.6904, 0.7468, -1.3612]],
  "lowdin_charge": [0.865, -0.309, -0.278, -0.174, -0.273, -0.195, 0.125, 0.094, 0.146]
}


Entry 10:
{
  "formula": "F2H3N2OP",
  "method": "wB97M-V/def2-TZVPD",
  "s_squared": 2.007,
  "gap_ev": [8.039, 9.012],
  "total_charge": 0,
  "spin_multiplicity": 3,
  "e_homo_ha": [-0.268, -0.392],
  "symbols": ["P", "F", "F", "O", "N", "N", "H", "H", "H"],
  "positions_angstrom": [[-2.0182, -0.0095, -0.1397], [-2.7188, -0.9476, -1.2291], [-2.5619, -0.7617, 1.1908], [-3.1611, 1.1138, -0.3163], [1.1297, -0.4920, 0.5712], [2.0325, -1.3528, 0.6206], [-3.4950, 1.6550, 0.3909], [1.6607, 0.5235, 0.6146], [1.5531, -2.2851, 0.5630]],
  "lowdin_spin": [0.013, 0.002, 0.001, 0.004, 0.909, 0.923, 0.000, 0.081, 0.067]
}


Entry 11:
{
  "formula": "F2HLuOP",
  "method": "wB97M-V/def2-TZVPD",
  "gap_ev": [5.876, 5.277],
  "total_charge": 1,
  "spin_multiplicity": 1,
  "e_homo_ha": [-0.451, -0.447],
  "symbols": ["Lu", "P", "F", "F", "O", "H"],
  "positions_angstrom": [[-1.4182, -0.8973, 0.6464], [1.0931, -0.0199, -1.4719], [-0.9755, -0.7045, -1.5436], [1.1727, 1.4166, -0.6650], [1.8132, -1.3763, -2.0083], [1.6277, -2.2080, -1.5471]],
  "lowdin_charge": [1.347, 1.069, -0.805, -0.388, -0.287, 0.064]
}


Entry 12:
{
  "formula": "F2HNOS",
  "method": "wB97M-V/def2-TZVPD",
  "gap_ev": 12.055,
  "smiles": "N=S(=O)(F)F",
  "total_charge": 0,
  "spin_multiplicity": 1,
  "e_homo_ha": -0.437,
  "symbols": ["S", "F", "F", "O", "N", "H"],
  "positions_angstrom": [[0.0545, -0.0740, -0.3598], [1.1380, -1.0688, 0.4126], [-1.0462, -1.2604, -0.2139], [0.4025, 0.0696, -1.7792], [-0.1699, 1.1852, 0.4558], [-0.3790, 1.1484, 1.4844]],
  "lowdin_charge": [0.764, -0.218, -0.194, -0.265, -0.159, 0.073]
}


What did the twelfth record say?
{
  "formula": "F2HNOS",
  "method": "wB97M-V/def2-TZVPD",
  "gap_ev": 12.055,
  "smiles": "N=S(=O)(F)F",
  "total_charge": 0,
  "spin_multiplicity": 1,
  "e_homo_ha": -0.437,
  "symbols": ["S", "F", "F", "O", "N", "H"],
  "positions_angstrom": [[0.0545, -0.0740, -0.3598], [1.1380, -1.0688, 0.4126], [-1.0462, -1.2604, -0.2139], [0.4025, 0.0696, -1.7792], [-0.1699, 1.1852, 0.4558], [-0.3790, 1.1484, 1.4844]],
  "lowdin_charge": [0.764, -0.218, -0.194, -0.265, -0.159, 0.073]
}